Here is 9 unconnected molecules or ions with the total composition C55H90NO20S10 in a non-equilibrium geometry from the Open Molecules 2025 dataset. Energies are from ωB97M-V/def2-TZVPD.

Last column: Mulliken charge in e.
Cartesian coordinates (Å):
C -5.0786 -2.6590 -1.5631  -0.99
C -5.7744 -1.8528 -2.6294  0.49
O -6.7796 -2.2541 -3.1662  -0.61
O -5.2154 -0.6843 -2.8822  -0.15
C -4.9587 -0.4217 -4.3280  -2.00
C -4.1162 0.7853 -4.5446  2.72
C -4.9771 2.0418 -4.3609  -1.34
C -4.5186 2.9526 -3.2091  -0.14
C -4.9192 2.2830 -1.9024  -0.02
S -4.7969 3.3496 -0.4355  -0.31
C -3.1097 3.7558 -0.0668  0.05
S -2.7574 5.3345 0.0865  -0.23
N -2.0604 2.8143 0.1791  0.69
C -1.8080 1.8900 -0.8959  -0.26
C -1.1155 2.3896 -1.9958  -0.39
C -0.7660 1.5841 -3.0693  -1.03
C -1.1378 0.2465 -3.0525  -0.27
C -1.8374 -0.2537 -1.9603  -0.66
C -2.1625 0.5463 -0.8756  -0.05
C -2.0842 2.2004 1.4789  -0.50
C -0.8465 1.7987 1.9846  0.05
C -0.7533 1.1680 3.2125  -0.47
C -1.8966 0.9147 3.9630  -0.67
C -3.1302 1.3252 3.4827  -0.92
C -3.2126 1.9588 2.2446  0.08
C -3.6140 0.6973 -5.9916  -1.86
C -2.1712 1.2626 -6.1721  0.87
C -1.1214 0.2117 -6.3989  0.00
O 0.0440 0.4847 -6.4735  -0.57
O -1.5006 -1.1033 -6.5070  -0.55
H -5.6291 -2.6209 -0.6262  0.33
H -4.9572 -3.6848 -1.8927  0.32
H -4.1032 -2.2247 -1.3606  0.10
H -4.4970 -1.3237 -4.7321  0.54
H -5.9552 -0.3047 -4.8073  -0.10
H -4.9978 2.6363 -5.2734  0.08
H -6.0169 1.7170 -4.1740  0.52
H -3.4527 3.1500 -3.2615  -0.01
H -5.1201 3.8640 -3.2903  0.50
H -5.9837 2.0592 -1.9748  0.59
H -4.4164 1.3237 -1.8129  -0.45
H -0.8219 3.4307 -2.0061  0.47
H -0.2071 1.9574 -3.9143  0.46
H -0.8874 -0.4276 -3.8581  0.87
H -2.1242 -1.2956 -1.9876  0.30
H -2.6851 0.1540 -0.0137  0.40
H 0.0540 1.9521 1.4135  0.62
H 0.1933 0.8416 3.6193  0.40
H -1.8598 0.4001 4.9129  0.42
H -4.0491 1.1453 4.0195  0.39
H -4.1906 2.2553 1.8970  0.38
H -4.2604 1.2317 -6.7122  0.03
H -3.6458 -0.3536 -6.2804  0.90
H -1.9532 1.8600 -5.2923  -0.32
H -2.1488 1.9384 -7.0279  0.05
H -1.8853 -1.3459 -5.6526  0.36
C -2.2690 5.5079 -9.0978  -0.51
C -3.6539 5.2577 -9.7107  -0.64
C -4.5176 4.5884 -8.6340  -0.61
S -3.8725 5.1503 -7.0522  0.99
O -3.3186 4.0191 -6.3605  -0.39
O -4.8260 6.0293 -6.4272  -0.77
C -2.5245 6.1201 -7.7242  -0.81
H -1.6628 6.1651 -9.7204  0.35
H -1.7368 4.5602 -8.9891  0.28
H -4.1003 6.2110 -10.0023  0.28
H -3.5938 4.6379 -10.6045  0.35
H -5.5637 4.8735 -8.7076  0.42
H -4.4273 3.5037 -8.6592  0.28
H -1.6692 6.0621 -7.0552  0.40
H -2.8687 7.1509 -7.8060  0.34
C 3.4148 4.4567 4.8392  -0.70
C 4.5543 3.5285 4.3897  -0.66
C 4.0004 2.1038 4.3602  -0.67
S 2.2413 2.2540 4.0322  1.49
O 1.5170 1.7820 5.1898  -0.70
O 1.9815 1.7604 2.7067  -0.64
C 2.1992 4.0413 4.0161  -0.95
H 3.6603 5.5061 4.6814  0.38
H 3.2128 4.3148 5.9042  0.32
H 4.8779 3.8090 3.3978  0.27
H 5.4155 3.6013 5.0490  0.40
H 4.4613 1.5093 3.5750  0.47
H 4.1172 1.6057 5.3207  0.13
H 1.2528 4.3850 4.4278  0.45
H 2.2977 4.3610 2.9793  0.39
C -10.9574 -1.1306 -2.6923  -0.70
C -9.9313 -2.2620 -2.8494  -0.02
C -9.8452 -2.9892 -1.5039  -0.73
S -11.4460 -2.7819 -0.7146  1.17
O -11.2813 -1.9867 0.4768  -0.66
O -12.1386 -4.0479 -0.6762  -0.69
C -12.1621 -1.7522 -1.9919  -0.77
H -11.2366 -0.6975 -3.6533  0.33
H -10.5361 -0.3346 -2.0750  0.38
H -10.2700 -2.9574 -3.6186  0.00
H -8.9576 -1.8866 -3.1547  0.27
H -9.6467 -4.0509 -1.6236  0.43
H -9.0935 -2.5443 -0.8547  0.31
H -12.8296 -1.0234 -1.5378  0.44
H -12.7192 -2.4034 -2.6654  0.34
C 8.9674 2.4558 -0.0848  -0.58
C 7.5341 2.1420 -0.5361  -0.68
C 6.8303 1.4360 0.6296  -0.51
S 7.6272 2.0286 2.1267  1.02
O 8.3047 0.9298 2.7620  -0.67
O 6.7056 2.8649 2.8657  -0.61
C 8.8426 3.0587 1.3110  -0.72
H 9.4673 3.1390 -0.7699  0.35
H 9.5517 1.5342 -0.0410  0.30
H 7.0146 3.0730 -0.7714  0.31
H 7.5187 1.5244 -1.4322  0.33
H 5.7701 1.6735 0.6758  0.25
H 6.9649 0.3568 0.5914  0.42
H 9.7696 3.0433 1.8793  0.39
H 8.4435 4.0720 1.2706  0.35
C 4.0787 -1.4782 5.9566  -0.03
C 2.7090 -2.0830 5.6237  -0.82
C 2.7974 -2.6682 4.2084  -0.77
S 4.5201 -3.1175 3.9633  1.23
O 5.0721 -2.2895 2.9201  -0.64
O 4.6441 -4.5575 3.9199  -0.70
C 5.1102 -2.5219 5.5417  -0.74
H 4.1660 -1.2303 7.0135  0.54
H 4.2256 -0.5638 5.3810  -0.37
H 2.4811 -2.8765 6.3391  0.39
H 1.9126 -1.3425 5.6906  0.38
H 2.1804 -3.5551 4.0897  0.42
H 2.5348 -1.9322 3.4499  0.33
H 6.1127 -2.1210 5.4316  0.45
H 5.1194 -3.3637 6.2320  0.30
C 8.4185 -6.4457 5.3533  -0.86
C 8.7745 -6.5328 6.8447  -0.85
C 9.3764 -5.1815 7.2475  -0.47
S 8.6508 -3.9614 6.1475  1.25
O 9.6918 -3.4085 5.3194  -0.69
O 7.7548 -3.1148 6.9027  -0.66
C 7.6942 -5.1157 5.1712  -0.42
H 7.7969 -7.2810 5.0354  0.40
H 9.3322 -6.4573 4.7550  0.33
H 7.8690 -6.7226 7.4249  0.30
H 9.4698 -7.3457 7.0486  0.36
H 9.1361 -4.9189 8.2752  0.47
H 10.4560 -5.1597 7.1012  0.23
H 7.6558 -4.7751 4.1393  0.47
H 6.6889 -5.1536 5.5877  0.18
C -10.0634 -2.3222 -6.3271  0.00
C -10.7904 -2.9036 -7.5468  -0.93
C -11.5283 -1.7479 -8.2324  -0.74
S -10.5885 -0.2598 -7.8554  1.21
O -11.4067 0.6002 -7.0373  -0.67
O -9.9604 0.2258 -9.0573  -0.69
C -9.3688 -1.0547 -6.8153  -0.73
H -9.3497 -3.0284 -5.9062  0.44
H -10.7886 -2.0710 -5.5514  -0.20
H -10.0594 -3.3350 -8.2335  0.35
H -11.4821 -3.6970 -7.2653  0.36
H -11.5756 -1.8699 -9.3115  0.42
H -12.5311 -1.6154 -7.8307  0.36
H -9.0774 -0.3797 -6.0133  0.36
H -8.5054 -1.2889 -7.4368  0.37
C 13.2365 -1.5372 8.7066  -0.58
C 11.8806 -1.5132 9.4234  -0.79
C 11.3309 -2.9439 9.4106  0.09
S 12.7631 -4.0330 9.3625  1.15
O 12.7615 -4.7427 8.1070  -0.64
O 12.8818 -4.7274 10.6191  -0.69
C 13.9905 -2.7330 9.2810  -0.71
H 13.7887 -0.6104 8.8547  0.34
H 13.0851 -1.6722 7.6337  0.31
H 12.0197 -1.1808 10.4543  0.30
H 11.1844 -0.8241 8.9484  0.38
H 10.7486 -3.1688 10.3007  0.45
H 10.7372 -3.1348 8.5199  -0.37
H 14.8234 -3.0607 8.6634  0.39
H 14.3299 -2.5368 10.2977  0.34

Calculated values
Net charge: -1
Strongest force on any atom (eV/Å): 1.67
Highest occupied orbital energy (eV): -2.547
Lowest unoccupied orbital energy (eV): 1.41
E_tot (eV): -209283.5881

---

Here is 17 unconnected molecules or ions with the total composition C55H95N19O4PS in a non-equilibrium geometry from the Open Molecules 2025 dataset. Energies are from ωB97M-V/def2-TZVPD.

Last column: Mulliken charge in e.
Cartesian coordinates (Å):
C -5.0394 -5.4424 -2.7627  -0.52
C -3.6133 -5.7493 -3.1300  -0.35
C -2.7525 -4.5145 -3.8225  -0.06
C -1.5214 -4.0387 -2.7994  -0.87
N -2.0072 -3.5470 -1.4599  0.57
C -1.0976 -2.5530 -0.8025  -1.78
N -0.3863 -2.6925 0.3608  0.80
C -0.4791 -3.9707 1.1595  -0.29
C 0.8308 -4.3202 2.0803  -1.04
C 1.1828 -3.1854 3.2281  0.69
C 2.5273 -2.3972 2.7119  -0.30
C 1.3945 -3.9965 4.6649  -1.38
N -0.8833 -1.2230 -1.5576  0.89
P -2.0566 -0.1109 -0.7763  0.04
C -3.7365 -0.9431 -0.4263  -0.49
C -4.9015 0.2087 -0.7646  -0.93
C -1.3187 0.6447 0.8163  -0.07
C -1.0376 2.2597 0.7524  -0.67
C -1.2270 -1.4279 -3.0479  0.37
C -0.8797 -0.1089 -3.9785  -1.35
C 0.1156 0.9852 -3.2794  0.73
C 1.1133 1.5427 -4.5004  -1.17
O -0.6917 2.1431 -2.8657  -0.52
C -0.7065 -2.8538 -3.6552  0.00
C 0.8769 -3.1884 -3.4837  -0.98
C 1.8661 -1.9240 -3.1917  0.60
C 3.4922 -2.3063 -3.2722  -0.99
C 3.9824 -3.3225 -2.0838  0.13
S 4.4020 -5.0015 -2.7997  1.17
O 5.5667 -5.5970 -1.9272  -0.64
O 4.9082 -4.9848 -4.2639  -0.61
O 3.0028 -5.9845 -2.6569  -0.43
H -5.5619 -5.9257 -1.8339  0.06
H -5.5725 -4.6260 -3.4504  0.24
H -3.1225 -6.8135 -2.9092  0.30
H -2.2040 -4.9949 -4.7646  0.40
H -3.4231 -3.6239 -4.1774  -0.32
H -0.8703 -4.9998 -2.6296  0.40
H -2.3681 -4.2943 -0.8380  0.56
H 0.2422 -1.9362 0.7287  0.16
H -1.3990 -3.8379 1.9081  0.27
H -0.6785 -4.8878 0.4507  0.11
H 0.5525 -5.3088 2.6890  0.35
H 1.7424 -4.6166 1.4021  0.17
H 0.2394 -2.5092 3.3760  0.20
H 2.3544 -1.2488 2.8555  0.10
H 3.4428 -2.8277 3.3263  0.10
H 2.6317 -2.6284 1.5483  -0.13
H 0.3926 -4.5077 5.0491  0.28
H 1.6857 -3.2031 5.4782  0.35
H 2.2079 -4.8420 4.5500  0.37
H -4.0017 -1.8565 -1.1075  0.10
H -3.8380 -1.1467 0.7289  0.38
H -4.7137 1.2211 -0.2067  0.23
H -4.7541 0.4428 -1.9229  0.26
H -5.9712 -0.2432 -0.6041  0.33
H -2.0498 0.4717 1.7432  0.44
H -0.2912 0.1407 1.1467  -0.20
H -0.8668 2.6931 -0.3209  0.18
H -1.8556 2.9206 1.2671  0.31
H -0.0232 2.4527 1.3472  0.04
H -2.4208 -1.4904 -3.0549  0.37
H -0.3768 -0.4866 -4.9679  0.31
H -1.8878 0.4320 -4.2997  0.30
H 0.8376 0.5621 -2.4620  -0.03
H 0.4343 2.2969 -5.1246  0.37
H 1.4670 0.6907 -5.2247  0.32
H 1.9946 2.2041 -4.0703  0.21
H -0.1643 3.0105 -2.9423  0.38
H -0.9982 -2.9603 -4.8066  0.79
H 1.2751 -3.7489 -4.4552  0.27
H 1.0506 -3.9682 -2.5971  0.10
H 1.7063 -1.1553 -4.0912  -0.40
H 1.7166 -1.4246 -2.1348  0.05
H 3.7328 -2.6564 -4.3622  0.47
H 4.0493 -1.2696 -3.1166  0.30
H 3.1865 -3.3391 -1.2251  -0.19
H 4.9636 -2.8328 -1.6132  0.21
H 3.2242 -6.5997 -1.8770  0.31
C 1.7079 -9.5368 -0.6165  -0.74
C 0.7997 -8.3394 -0.3886  0.47
N 0.0463 -7.3461 -0.1996  -0.57
H 1.7892 -10.1234 0.3028  0.31
H 1.2979 -10.1703 -1.4079  0.27
H 2.7046 -9.1979 -0.9120  0.26
C 5.3884 3.6241 -4.9551  -0.74
C 4.0465 4.3355 -5.0172  0.40
N 2.9334 4.9256 -5.0686  -0.46
H 5.4550 3.0333 -4.0373  0.25
H 5.4976 2.9585 -5.8157  0.27
H 6.1998 4.3570 -4.9665  0.31
C -7.9505 -5.5533 0.4981  -0.74
C -7.5303 -4.4834 -0.4966  0.44
N -7.1815 -3.5959 -1.3216  -0.49
H -7.7904 -5.1964 1.5193  0.28
H -9.0098 -5.7898 0.3656  0.28
H -7.3607 -6.4605 0.3412  0.28
C 2.3061 3.5108 3.3313  -0.49
C 1.4883 2.4875 4.1025  0.41
N 0.8100 1.6386 4.7422  -0.51
H 1.6475 4.1186 2.7047  0.27
H 2.8379 4.1646 4.0280  0.07
H 3.0344 3.0021 2.6938  0.26
C -7.9172 3.1341 0.8425  -0.55
C -7.0769 2.4010 1.8755  0.33
N -6.3799 1.7928 2.7323  -0.49
H -8.6093 3.8177 1.3422  0.35
H -7.2694 3.7085 0.1747  0.06
H -8.4912 2.4156 0.2510  0.28
C -7.1456 5.3004 -3.2959  -0.50
C -7.5018 5.5285 -1.8359  0.42
N -7.7974 5.7176 -0.6247  -0.55
H -7.9864 5.5864 -3.9338  0.26
H -6.2735 5.9025 -3.5651  0.30
H -6.9148 4.2447 -3.4628  0.10
C -2.0573 -3.1391 6.6755  -0.49
C -2.8000 -4.2691 5.9811  0.36
N -3.4161 -5.2064 5.4051  -0.47
H -1.0249 -3.0963 6.3176  0.06
H -2.5476 -2.1851 6.4632  0.27
H -2.0530 -3.3047 7.7563  0.29
C 4.0792 6.2070 6.9931  -0.72
C 4.9901 5.8397 5.8330  0.43
N 5.7458 5.5349 4.8707  -0.56
H 4.2445 5.5211 7.8285  0.26
H 4.2896 7.2279 7.3234  0.29
H 3.0333 6.1422 6.6807  0.32
C 3.7932 7.8601 11.1730  -0.74
C 3.0505 6.7301 10.4786  0.42
N 2.4344 5.7927 9.9026  -0.47
H 4.8256 7.9029 10.8151  0.26
H 3.3029 8.8141 10.9607  0.27
H 3.7975 7.6945 12.2538  0.31
C -3.9018 -1.7070 -7.2461  -0.99
C -4.2580 -1.4789 -5.7860  0.63
N -4.5536 -1.2898 -4.5749  -0.52
H -4.7426 -1.4210 -7.8840  0.35
H -3.0297 -1.1049 -7.5153  0.29
H -3.6710 -2.7627 -7.4129  0.31
C 7.5850 5.0925 1.3114  -0.64
C 6.4723 4.4460 0.5025  0.33
N 5.5492 3.9096 -0.1685  -0.48
H 8.5204 5.0670 0.7455  0.31
H 7.3300 6.1329 1.5310  0.23
H 7.7234 4.5534 2.2525  0.24
C 6.4348 -4.0408 1.8967  -0.19
C 6.0786 -3.8127 3.3567  0.28
N 5.7830 -3.6236 4.5678  -0.49
H 5.5940 -3.7548 1.2587  -0.05
H 7.3069 -3.4387 1.6274  0.06
H 6.6656 -5.0965 1.7298  0.36
C 8.4393 -1.8037 -1.2358  -0.71
C 8.0830 -1.5756 0.2242  0.50
N 7.7874 -1.3865 1.4353  -0.52
H 7.5984 -1.5177 -1.8738  0.19
H 9.3114 -1.2016 -1.5051  0.33
H 8.6700 -2.8594 -1.4027  0.28
C -7.2627 9.0784 0.2944  -0.64
C -6.8425 10.1483 -0.7002  0.30
N -6.4938 11.0358 -1.5253  -0.41
H -7.1026 9.4352 1.3156  0.30
H -8.3220 8.8419 0.1619  0.24
H -6.6729 8.1712 0.1375  0.18
C -8.1680 2.1046 -5.5625  -0.59
C -8.2533 3.5379 -6.0616  0.38
N -8.3241 4.7268 -6.4755  -0.46
H -7.9212 2.0949 -4.4972  0.22
H -9.1270 1.6007 -5.7105  0.30
H -7.3929 1.5639 -6.1125  0.20
C 8.2982 7.5116 5.4019  -0.37
C 8.8637 8.5418 4.4379  0.26
N 9.3330 9.3964 3.6382  -0.43
H 8.1846 7.9538 6.3956  0.30
H 7.3208 7.1696 5.0506  -0.04
H 8.9729 6.6538 5.4688  0.27

Calculated values
Net charge: +1
Strongest force on any atom (eV/Å): 10.17
Highest occupied orbital energy (eV): -10.140
Lowest unoccupied orbital energy (eV): -2.36
E_tot (eV): -115166.3146

---

Question: Among the records above, which one has the lowest net charge?
Answer: C55H90NO20S10

---

Question: highest occupied orbital energy of number 1 (C55H90NO20S10)?
Answer: -2.547 eV

---

Question: Which of these has the highest highest occupied orbital energy?
Answer: C55H90NO20S10